1.
Here is a 8-piece molecular cluster, C57H122ClN9 overall at a distorted geometry from OMol25. Energies are from ωB97M-V with the def2-TZVPD basis set.

Geometry as XYZ:
```
189
Properties=species:S:1:pos:R:3:lowdin_charge:R:1
H -30.97143 -1.74712 -30.56085 0.107
C -33.72910 -0.20219 -26.32385 -0.079
H -36.31142 0.29714 -27.43192 0.125
H -17.57929 -2.37095 -25.31681 0.079
C -15.21074 8.54490 -25.33470 0.013
N -25.54560 6.09032 -28.84697 -0.101
H -24.98282 4.14839 -28.28553 0.102
H -32.96883 -0.30464 -25.54951 0.144
H -32.40305 15.49721 -27.74734 0.108
H -31.83082 1.88677 -28.23467 0.091
H -25.79584 9.37478 -28.43305 0.133
H -31.32556 0.80634 -26.89851 0.111
H -14.41396 8.95871 -24.71664 0.113
H -32.03368 10.53148 -31.41265 0.113
H -15.44708 6.53755 -21.46466 0.107
H -34.52538 1.68323 -25.41138 0.120
C -24.69809 3.64723 -35.16746 0.079
C -34.51250 1.26208 -28.20915 -0.067
H -16.92662 5.32552 -23.78909 0.106
C -23.22114 8.90298 -28.81276 -0.129
H -17.67694 6.54463 -20.15020 0.079
C -16.33194 6.03694 -21.85773 -0.213
H -30.11702 9.70562 -17.43121 0.089
H -27.43267 7.01867 -28.30323 0.129
C -33.33604 12.94166 -28.06418 -0.034
H -34.21161 2.30725 -28.28118 0.125
N -18.87999 -0.19282 -28.82755 -0.224
H -31.40073 13.22757 -26.91319 0.099
C -19.98625 0.84342 -28.61330 0.022
H -19.56462 1.76319 -28.20790 0.094
C -33.83549 11.53365 -30.70964 -0.123
H -28.92464 10.78976 -20.73487 0.117
H -27.71725 11.94125 -20.29899 0.111
C -26.41369 2.73083 -34.01821 0.022
H -16.92309 0.86440 -27.01131 0.104
C -17.90126 -0.00536 -31.05920 -0.121
H -16.96343 -0.05004 -31.61287 0.127
H -36.19032 2.01511 -27.03811 0.124
H -16.24845 4.98432 -21.58732 0.108
C -25.38766 6.07222 -35.39444 -0.144
C -24.26659 6.56836 -29.12883 0.074
H -20.67921 0.36822 -27.91896 0.108
H -18.57158 6.25446 -21.64588 0.066
C -35.62557 1.08692 -27.12539 -0.118
C -18.55879 -1.41180 -30.92642 -0.123
H -32.77844 13.09330 -25.86345 0.106
C -16.70172 -1.73260 -25.21449 -0.106
H -27.32961 6.91368 -34.59750 0.075
C -25.27894 11.65247 -21.12588 -0.071
N -25.15446 2.48275 -34.49668 -0.140
C -17.71549 0.36012 -26.45822 -0.172
C -26.24695 7.00138 -34.50664 -0.060
H -33.21412 -1.68884 -32.36080 0.079
H -14.17324 6.86828 -23.54097 0.132
H -24.31054 6.23390 -35.35227 0.140
H -15.91726 7.74284 -28.08727 0.108
C -15.39463 6.80217 -27.91384 -0.137
H -19.14169 -1.55529 -31.83622 0.122
C -19.40526 -1.41874 -29.62622 -0.072
H -14.70199 5.26488 -24.35565 0.121
C -13.95715 7.24961 -27.73753 -0.169
H -13.24845 5.87689 -26.24686 0.136
C -32.26340 -0.06768 -29.95311 -0.181
C -18.31291 -0.67590 -27.41543 -0.115
H -22.93506 9.16159 -29.83226 0.136
H -16.21473 0.25282 -24.92279 0.107
C -15.91912 6.31013 -26.51701 -0.065
C -21.86185 8.32080 -28.26614 -0.056
H -27.38698 9.04473 -20.99325 0.133
C -32.63156 15.03837 -26.78538 -0.239
H -33.02205 0.60699 -30.34980 0.113
H -27.55243 10.18439 -23.19734 0.107
H -21.90956 7.63394 -27.42113 0.068
C -14.91816 6.30225 -24.10025 -0.032
H -17.74282 -0.14505 -24.28307 0.109
H -23.42130 5.97714 -29.44876 0.166
C -26.96897 9.93257 -20.51880 -0.072
H -21.07440 9.06120 -28.12528 0.090
C -31.76695 -1.11395 -30.95372 -0.239
H -25.64386 12.54725 -21.63018 0.137
C -24.38993 1.35528 -34.34056 -0.018
H -26.14766 9.67030 -19.85190 0.141
H -23.01971 9.72727 -22.80299 0.125
H -16.04075 8.70991 -24.64771 0.089
H -23.34955 10.72962 -20.57223 0.128
C -17.13075 -0.28162 -25.17459 -0.242
H -13.42767 6.64825 -28.47653 0.134
H -20.37064 1.10255 -29.59981 0.108
N -25.59200 4.67257 -35.03171 -0.039
N -33.31127 0.43120 -27.69320 -0.251
H -23.07025 11.94619 -21.58800 0.132
H -17.78386 7.67672 -21.40285 0.065
H -31.45098 -0.64143 -31.88377 0.106
H -33.75801 -1.24071 -28.86483 0.136
H -31.03458 12.28936 -29.14734 0.127
C -17.65273 0.39975 -29.58295 -0.086
H -32.49483 2.10777 -26.62076 0.105
H -31.83103 12.26239 -31.43193 0.121
C -26.97090 11.04124 -22.85713 0.027
H -23.71887 1.28981 -35.19700 0.128
H -26.32016 11.36322 -23.67013 0.107
H -17.79762 -2.18216 -30.80293 0.123
H -25.94177 8.01312 -34.77376 0.092
C -16.35105 6.18036 -23.43402 -0.180
H -25.74851 8.94383 -22.98277 0.123
H -34.21540 -1.14261 -26.58312 0.144
H -34.07115 10.98066 -31.61890 0.128
H -23.53446 9.78690 -28.25723 0.123
H -26.18651 4.11488 -29.55705 0.101
H -24.05607 10.77503 -23.56076 0.110
N -26.17132 10.53216 -21.66779 -0.276
N -32.92656 11.41421 -28.48240 -0.244
H -23.69923 3.80117 -35.54823 0.174
C -32.83840 -2.14002 -31.44245 -0.083
H -34.17283 12.57009 -30.70001 0.118
H -33.60988 10.79405 -26.64625 0.115
H -29.34318 8.72954 -18.66746 0.066
H -25.29772 11.69857 -20.03702 0.142
H -33.62764 -2.43450 -30.75073 0.065
H -25.97284 6.70259 -33.49488 0.070
C -26.38893 7.13937 -28.55313 -0.001
C -34.05595 10.85160 -29.37668 -0.109
Cl -20.22171 5.53967 -32.80296 -0.969
N -24.32922 7.93705 -28.93495 -0.051
H -34.80345 0.91468 -29.20050 0.126
H -19.35940 -2.39661 -29.14688 0.133
H -32.91437 9.42584 -27.66877 0.104
C -28.67458 10.84711 -18.73017 -0.258
C -32.26788 11.44246 -30.86187 -0.127
H -29.17434 11.79068 -18.51104 0.122
C -32.15563 1.35987 -27.33748 0.004
H -16.68533 0.02994 -29.24307 0.134
H -27.94044 10.78200 -17.92712 0.116
H -15.41151 9.18408 -26.19450 0.112
C -25.18462 9.45655 -22.20351 -0.093
H -33.70754 15.21263 -26.78412 0.105
H -31.13339 10.58837 -29.19633 0.115
H -27.03626 1.94621 -33.61427 0.132
H -23.96032 1.49480 -33.34857 0.116
C -23.95653 10.25022 -22.61062 -0.158
H -12.83517 7.52900 -25.82189 0.141
H -31.05813 15.75385 -25.47398 0.068
C -32.46818 13.43877 -26.84960 -0.169
H -33.98269 9.76764 -29.46484 0.132
C -31.71487 11.48267 -29.42040 -0.097
H -33.31234 13.59291 -28.93792 0.133
H -20.46886 -1.23066 -29.77280 0.118
H -31.32549 0.45240 -29.75831 0.098
C -25.61424 8.32424 -28.60563 0.014
H -30.48509 9.82329 -19.20620 0.069
H -15.69957 5.24778 -26.41069 0.119
H -16.10868 -1.89419 -26.11464 0.076
C -32.86564 -0.65452 -28.64541 -0.098
H -35.01509 11.10542 -28.92534 0.140
C -23.84592 11.19865 -21.42178 -0.142
H -13.77349 8.31417 -27.88269 0.128
H -32.40762 15.12227 -24.65437 0.072
H -17.60213 1.45751 -29.32473 0.124
H -27.55147 11.88663 -22.48786 0.105
H -26.56564 4.60695 -27.85135 0.101
H -35.58785 0.22834 -25.29105 0.134
C -32.82935 10.45799 -27.32885 0.012
C -25.85718 4.66799 -28.67745 0.008
H -17.71739 -1.55984 -27.64374 0.126
H -24.94604 8.75019 -21.40838 0.138
H -21.49687 7.56108 -28.95731 0.071
H -27.60747 4.63782 -34.37351 0.121
H -19.19587 -1.06454 -26.90805 0.130
C -17.62618 6.61102 -21.23699 -0.114
H -25.06292 0.50395 -34.23846 0.115
H -32.34010 -3.09145 -31.62843 0.080
C -28.07152 10.93567 -20.07229 -0.194
C -26.68276 4.08220 -34.42455 -0.007
C -34.80222 0.72811 -25.85770 -0.161
H -32.13800 -1.13245 -27.98948 0.141
H -32.48623 16.76710 -25.37946 0.089
C -29.71242 9.73024 -18.44303 -0.080
H -15.59187 6.09782 -28.72198 0.125
N -14.92798 7.06681 -25.54261 -0.214
H -16.02370 -2.07579 -24.43308 0.094
H -16.92063 7.07236 -23.69483 0.083
H -18.46566 1.10916 -26.20467 0.105
C -32.14730 15.73990 -25.51395 -0.093
C -13.57161 6.91380 -26.33888 -0.081
H -25.60887 6.32368 -36.43171 0.138
H -16.96915 6.43535 -26.25272 0.121
H -18.58023 0.68644 -31.55771 0.117
H -31.83633 10.66862 -26.93180 0.098
H -34.32319 12.84882 -27.61140 0.132
```

## Properties
HOMO = -14.69 eV
HOMO-LUMO gap = 4.5 eV
E_LUMO = -0.3752 Ha
Net charge = +6

2.
Here is a 24-piece molecular cluster, C57H124O24 overall at a distorted geometry from OMol25. Energies are from ωB97M-V with the def2-TZVPD basis set.

Geometry as XYZ:
```
205
Properties=species:S:1:pos:R:3:lowdin_charge:R:1
C 12.86720 8.60712 23.34457 -0.454
H 20.27861 7.32366 15.16933 0.082
H 8.71913 11.71560 15.58622 0.070
H 13.31392 12.58032 21.86314 0.064
C 10.23264 17.17086 13.33662 -0.010
C 15.35629 14.78594 9.65092 -0.016
H 13.86205 9.68436 16.51052 0.087
H 17.87980 11.86326 9.04158 0.091
H 20.67352 14.56114 23.70294 0.089
H 13.69844 16.82803 19.82243 0.083
C 13.87378 14.35027 9.62300 -0.428
H 16.29316 13.40972 22.78047 0.009
H 19.17474 14.93963 21.08362 0.066
H 12.92062 9.11051 19.14796 0.044
C 15.11558 10.92509 9.59664 0.010
C 15.13884 18.00673 12.34830 -0.486
H 13.07469 10.50583 24.42399 0.089
C 19.41705 9.12456 16.09932 -0.443
C 19.88447 12.07138 20.61413 -0.406
H 14.33479 11.68498 9.62858 0.072
H 20.87773 14.76314 17.37558 -0.043
H 16.53979 8.91655 16.53815 0.075
C 16.97945 8.58536 19.28055 -0.005
H 10.50107 13.26294 12.68752 0.075
H 9.53300 16.78481 14.07795 0.075
O 8.20505 13.49643 13.01503 0.097
C 16.19611 7.93117 16.85283 -0.009
H 15.31624 16.25148 19.45499 0.043
H 17.73319 16.07442 18.02477 0.081
C 15.10953 17.11282 21.40476 -0.411
H 19.11808 10.10352 20.90172 0.048
O 16.82736 13.86173 17.49255 0.053
H 11.69649 19.62089 12.92196 0.057
O 9.70822 14.91137 16.82100 0.029
H 15.67171 14.50502 21.94022 -0.002
H 17.92281 17.40351 19.19011 0.100
H 11.60536 12.18111 21.50370 0.073
H 14.43283 7.84835 21.96100 0.074
H 15.78756 14.77235 10.65187 0.054
H 12.22608 10.68355 19.70018 0.067
H 10.54599 14.46067 23.98892 0.083
H 16.07655 19.19191 10.81835 0.082
O 15.89227 16.24510 21.85658 0.002
H 15.40715 19.81140 13.29403 0.090
H 18.16558 11.41036 19.45720 0.046
C 17.96176 16.32184 19.06142 -0.014
H 13.48131 8.89350 11.39249 0.083
C 14.34772 18.08442 22.23316 -0.005
H 16.53333 16.03873 13.78310 0.073
C 14.34123 9.85915 13.14241 -0.489
H 15.13145 18.00137 19.50531 0.098
C 12.15185 10.25956 17.52090 -0.434
H 15.43302 10.85527 8.55623 0.081
C 18.67286 14.42815 24.29055 -0.420
H 14.24304 12.87114 16.05831 0.071
H 13.71043 11.75411 13.91702 0.086
C 13.16655 14.29235 11.00380 -0.006
H 12.51269 19.39806 18.68318 0.084
H 18.42351 12.68885 15.52031 -0.010
H 12.93910 8.26078 21.15621 0.056
H 12.11483 15.36001 17.43669 0.064
H 20.45207 10.66194 17.12723 0.105
H 13.07811 15.26880 11.48005 0.064
C 12.35710 12.97031 21.51598 -0.037
H 15.64536 13.60160 19.64132 0.058
H 15.48547 12.02178 21.32548 -0.039
H 10.74691 12.86031 14.52409 0.084
H 18.73984 10.80808 17.24393 0.067
H 18.78343 13.60776 12.16461 0.060
H 18.45445 11.55240 10.68399 0.076
H 13.73044 13.71630 11.73748 0.059
C 12.46758 19.41931 15.72026 -0.012
C 14.28838 8.76232 12.11328 -0.008
C 12.56082 18.50636 16.91616 -0.452
C 10.27753 14.33598 17.76932 -0.428
O 15.41608 11.18277 20.86999 -0.063
O 19.02609 13.15337 16.10112 -0.068
C 12.83304 9.32785 16.55670 -0.011
H 14.89864 9.87495 9.79219 0.063
C 10.28801 12.64430 13.55929 -0.012
H 11.42370 19.29726 15.43124 0.090
H 10.90834 19.47465 17.99473 0.086
H 19.88533 14.21018 13.49776 0.087
C 15.68622 18.18318 10.95321 -0.011
O 8.70051 19.02837 12.91209 0.053
C 15.01327 13.64010 16.11775 0.030
H 12.36322 9.39300 15.57531 0.076
C 10.90879 19.40411 12.20040 -0.028
H 16.47591 14.50368 12.86120 0.075
H 10.57584 12.67784 23.50621 0.078
O 13.35422 14.15111 8.51700 0.037
H 14.60510 14.63854 15.96088 0.092
H 11.32352 18.93326 11.30911 0.089
C 11.74972 14.55810 18.07834 -0.026
C 12.14389 9.85913 18.99188 -0.002
H 19.28010 16.42996 24.98026 0.077
H 20.49675 14.10233 25.39311 0.089
H 13.76278 10.44497 22.80913 0.055
C 11.76165 18.81460 18.15063 -0.015
H 14.28025 12.76130 18.92517 0.074
C 19.41843 15.98228 19.34694 -0.443
H 9.53228 13.62061 19.80088 0.070
H 17.36298 9.47338 18.77814 0.049
H 7.13746 12.24164 14.98226 0.087
H 19.11162 12.77128 18.79949 0.072
C 18.43742 15.55436 12.88156 -0.452
H 11.15202 17.10509 13.91845 0.068
H 15.67309 10.53271 21.52390 0.022
H 9.81304 12.37706 18.65902 0.061
C 13.36757 10.97260 13.23894 -0.015
C 11.12458 13.61234 23.62330 -0.004
H 15.53983 15.74640 9.16934 0.078
H 14.32071 14.55111 18.90267 0.061
C 19.40539 14.41956 12.54177 0.001
H 16.58597 8.83002 20.26716 0.063
C 17.69047 11.29309 9.95106 -0.006
O 21.31079 14.04765 16.91000 -0.087
O 20.18472 15.93248 18.39370 0.049
H 14.01004 19.00319 21.75365 0.087
H 15.24081 8.77268 11.58331 0.078
O 14.15553 17.29012 12.50005 0.023
O 11.85822 15.21991 21.91755 0.051
H 15.80846 13.51877 15.38218 0.056
H 12.45825 13.27831 20.47531 0.058
H 13.13841 19.17122 14.89774 0.054
H 16.90268 11.53585 13.77706 0.010
H 12.39894 10.59063 13.56135 0.067
H 17.83102 10.21295 9.91051 0.090
C 14.91670 13.64124 18.83164 0.006
H 16.50654 17.49182 10.76038 0.076
H 18.46253 13.54355 16.76925 0.004
C 13.35045 7.87154 22.08755 -0.006
H 12.89739 8.28373 16.86295 0.082
C 11.81300 14.07844 22.33707 -0.480
H 11.47696 18.02872 18.85024 0.082
H 11.92737 10.47854 23.13066 0.077
H 20.78975 10.31004 21.51704 0.087
H 15.00695 18.44887 14.36947 0.061
H 11.98039 13.46128 24.28124 0.090
O 17.74322 13.69056 23.90811 0.014
C 12.91703 10.12189 23.41610 -0.017
H 13.37249 11.35939 12.21988 0.078
H 20.05434 12.86877 24.17559 0.079
H 14.22628 7.80153 12.62429 0.091
H 17.35622 14.61053 14.35836 0.062
H 17.97728 13.10108 20.10099 0.071
H 20.14439 14.66677 11.77962 0.083
C 15.63756 18.77543 13.54255 -0.016
C 9.48852 13.41512 18.73132 -0.012
H 10.43720 11.59472 13.30586 0.069
H 11.21035 9.33398 19.19395 0.098
H 12.77465 20.42808 15.99626 0.094
H 15.91715 14.02083 9.11411 0.071
H 10.16378 16.45474 12.51777 0.086
C 15.66458 13.69524 17.50220 -0.433
H 12.30425 13.61972 18.08461 0.051
H 8.46416 13.52074 18.37405 0.077
H 19.68190 9.59925 18.24562 0.079
H 13.14397 6.80936 22.21883 0.084
C 15.91028 8.03980 18.33027 -0.455
H 19.35667 11.03383 22.37355 0.079
H 11.72261 14.93788 19.09968 0.067
H 16.88868 7.13880 16.56894 0.096
C 17.10204 15.16797 13.45683 -0.005
H 21.41238 8.47134 15.81546 0.087
O 20.83897 12.82764 20.87194 0.031
H 17.73249 15.90262 25.55100 0.087
C 14.75806 17.06462 19.91904 -0.009
H 17.40477 15.66693 19.73146 0.059
C 18.65891 12.35202 19.69803 0.004
C 19.54564 10.07469 17.27429 -0.015
C 8.78240 12.72763 13.68918 -0.542
H 14.94349 18.28654 23.12328 0.091
H 8.01058 10.84144 14.25411 0.085
H 20.61776 7.44180 16.92976 0.080
C 9.84486 18.58868 12.88387 -0.471
O 18.55896 9.24893 15.25829 0.040
H 17.76082 7.83310 19.38853 0.094
C 8.10630 11.83470 14.69270 -0.012
H 17.94968 10.68508 14.46400 -0.006
C 20.44927 7.99864 16.00800 -0.008
O 12.37660 7.96818 24.26667 0.050
C 18.38801 15.88006 24.68044 -0.011
C 16.28452 11.51306 10.43185 -0.516
C 19.82386 15.75737 20.77048 -0.011
H 12.17976 13.84766 10.87495 0.071
H 10.48909 20.38001 11.95635 0.081
O 11.65274 11.32050 17.11963 0.022
O 15.34184 9.99562 13.81986 0.039
H 16.70096 18.69301 13.76728 0.087
H 19.58107 16.65258 21.34297 0.091
H 17.83003 16.43180 23.92391 0.070
O 13.17598 17.42197 16.82245 0.009
C 19.80785 10.77246 21.41636 -0.016
O 17.68631 11.59456 14.32361 -0.050
O 15.62033 13.56584 22.11778 -0.056
H 15.22629 7.64167 16.44817 0.073
O 14.81997 7.67777 18.73116 0.040
H 20.60163 13.59342 16.45503 -0.048
H 20.87461 15.48530 20.87058 0.090
O 16.08096 12.05560 11.44764 0.084
O 18.70335 16.71361 12.56945 0.036
C 20.10322 13.93630 24.39028 -0.004
H 14.85738 18.03623 10.26072 0.084
H 13.38145 17.63127 22.45468 0.091
```

## Properties
HOMO = -9.14 eV
HOMO-LUMO gap = 9.3 eV
E_LUMO = 0.0068 Ha
Net charge = 0